[1]
Here is a molecular structure, C16H16N3O4Pt from OMol25. Energies are from ωB97M-V/def2-TZVPD.

The geometry in XYZ format:
```
40
Properties=species:S:1:pos:R:3:mulliken_charge:R:1
Pt 1.15988 -0.48630 0.05697 0.7124
N 3.29478 -0.59210 0.04967 -0.6490
C 4.07528 0.62370 0.37257 -0.6304
C 3.71088 1.80450 -0.50913 -0.6807
C 2.29488 2.38670 -0.19583 0.6504
O 2.12678 3.57291 -0.27993 -0.6025
O 1.42458 1.50940 0.12267 -0.8193
H 3.58518 -1.32480 0.69897 0.3819
H 3.54958 -0.89460 -0.89483 0.4032
H 5.14238 0.41100 0.23017 0.4096
H 3.91658 0.87670 1.42617 0.3872
H 3.70798 1.53110 -1.56833 0.2540
H 4.42058 2.61820 -0.35763 0.3416
O -4.07642 5.11300 -0.15483 -0.4525
C -4.53691 3.88921 0.06037 0.5843
O -5.70602 3.67450 0.23587 -0.5295
C -3.55312 2.76080 0.08067 1.0338
C -2.17712 2.95101 0.22327 -1.2397
C -1.33612 1.86750 0.19467 -0.3026
C -1.78102 0.54380 0.05787 1.1456
C -3.18042 0.37400 -0.06553 -0.4961
C -4.02851 1.45460 -0.03753 -1.2386
N -0.88732 -0.50930 0.06027 -0.2411
C -1.33012 -1.78100 0.06927 0.4250
C -0.41652 -2.82710 0.03497 -0.1396
C -0.79782 -4.19380 0.03537 -0.9473
C 0.15768 -5.16770 0.01787 -0.2505
C 1.51078 -4.78100 -0.02563 -0.8919
C 1.83068 -3.44570 -0.03663 0.2913
N 0.91588 -2.46410 0.00687 -0.1130
H -3.12282 5.16370 -0.30883 0.3066
H -1.74482 3.93081 0.35647 0.3465
H -0.27132 2.06660 0.27617 0.8179
H -3.61752 -0.60410 -0.17763 0.2072
H -5.09331 1.29790 -0.11553 0.4669
H -2.38222 -2.01020 0.12227 0.3596
H -1.84662 -4.43890 0.04867 0.3881
H -0.10532 -6.21220 0.03167 0.4745
H 2.29118 -5.52140 -0.05003 0.3928
H 2.87568 -3.16750 -0.09183 0.4438
```

Energy relative to the best compared isomer or geometry (same formula, charge and spin) = 16.20 kJ/mol
Charge = +1
LUMO level (alpha / beta) = -0.203 / -0.203 Ha
Orbital gap (alpha / beta) = 6.54 / 6.54 eV
Multiplicity = 1
HOMO energy (alpha / beta) = -12.067 / -12.067 eV

---

[2]
Here is a single C16H16N4O3S2 molecule from OMol25. Energies are from ωB97M-V/def2-TZVPD.

The geometry in XYZ format:
```
41
Properties=species:S:1:pos:R:3:mulliken_charge:R:1
C -2.35133 6.56862 -3.52853 -0.8312
H -2.64875 7.16557 -2.66033 0.3362
O -1.01471 6.14019 -3.42787 -0.4524
C -0.66431 5.33670 -2.38779 0.8894
C -1.52961 4.89510 -1.39159 -0.3632
C -1.05615 4.08016 -0.37844 -0.7010
C 0.27491 3.69471 -0.33258 0.2430
C 1.13377 4.12829 -1.33411 -0.5076
C 0.67390 4.94253 -2.34725 -0.5652
H 1.33375 5.28807 -3.12696 0.4117
H 2.17179 3.82970 -1.32153 0.3167
C 0.75412 2.78053 0.77271 -1.1155
C 0.13709 1.44951 0.57442 1.0795
N -0.92525 0.98011 1.13552 -0.6841
N -1.16593 -0.23962 0.60507 -0.2222
C -0.22138 -0.45284 -0.25585 0.5104
S 0.03670 -1.83791 -1.24658 -0.2256
C -1.29600 -2.91496 -0.59553 -0.6240
C -0.77647 -4.33019 -0.57331 0.3628
O -1.14607 -5.19045 -1.33378 -0.6157
N 0.20998 -4.60603 0.34513 -0.0952
C 0.66990 -3.85220 1.39196 0.3998
N 0.10722 -2.81681 1.90024 -0.2191
C 0.80139 -2.31190 2.95783 0.0375
C 1.94232 -2.98905 3.25400 -0.3276
S 2.17371 -4.32274 2.18275 -0.2259
H 2.65176 -2.79365 4.03139 0.4641
C 0.25468 -1.14383 3.70084 -0.9724
H -0.32831 -0.51799 3.03138 0.2349
H 1.05660 -0.56435 4.15057 0.3307
H -0.40932 -1.49109 4.49192 0.2595
H 0.62506 -5.52535 0.24355 0.2285
H -1.53173 -2.54226 0.40028 0.4514
H -2.14920 -2.85244 -1.26879 0.4383
O 0.64657 0.57771 -0.33606 -0.3374
H 0.43848 3.15786 1.74586 0.2787
H 1.83985 2.68557 0.74221 0.4421
H -1.73362 3.73227 0.38766 0.4125
H -2.57093 5.17524 -1.39345 0.3830
H -3.03746 5.72316 -3.64158 0.3377
H -2.39478 7.18846 -4.42265 0.2368
```

Energy relative to the best compared isomer or geometry (same formula, charge and spin) = 181.29 kJ/mol
LUMO level = 0.020 Ha
SMILES = COc1ccc(Cc2nnc(SCC(=O)Nc3nc(C)cs3)o2)cc1
Orbital gap = 9.05 eV
Multiplicity = 1
HOMO energy = -8.499 eV

---

[3]
Here is a single C16H16O2 molecule from OMol25. Energies are from ωB97M-V/def2-TZVPD.

The geometry in XYZ format:
```
34
Properties=species:S:1:pos:R:3:mulliken_charge:R:1
O 1.28099 2.75686 -1.57953 -0.5861
O 0.35303 0.09138 0.31660 -0.4402
C 1.48574 2.17078 -0.52499 0.5601
C -3.09697 -3.58574 0.17707 -0.4023
C -0.56463 -1.07676 -3.07293 -0.9322
C -2.53593 -2.87688 1.24017 -0.7765
C 0.00130 -0.33655 -2.06222 -0.0156
C -2.68535 -3.39189 -1.13407 -0.8459
C -1.48343 -2.06669 -2.77342 -0.7775
C -1.58798 -1.87897 0.96504 -0.4558
C -0.27927 -0.59641 -0.68811 0.3617
C -1.81627 -2.33443 -1.42362 0.9283
C -1.19775 -1.58663 -0.36896 0.5002
C 2.88455 2.23855 0.06196 -0.9464
C 0.32097 1.54009 0.27217 0.3945
C 2.80233 2.76979 1.49895 -0.6593
C 0.41667 1.98916 1.72728 -1.0483
C 1.84090 1.93000 2.30060 -0.5294
H -3.80430 -4.37924 0.33966 0.3664
H -0.32074 -0.80814 -4.10248 0.3839
H -2.83986 -3.04974 2.24446 0.4340
H 0.71577 0.41547 -2.34350 0.3184
H -3.10642 -3.99525 -1.93433 0.3494
H -1.93363 -2.70343 -3.53887 0.3277
H -1.14658 -1.36929 1.80526 0.3515
H 3.34313 1.27852 0.04582 0.3497
H 3.50159 2.92422 -0.57419 0.3152
H -0.64709 1.80233 -0.15104 0.4519
H 3.78667 2.76758 1.98765 0.3300
H 2.49170 3.79753 1.42023 0.3418
H -0.20042 1.33019 2.30943 0.3148
H -0.01204 2.98647 1.85070 0.4328
H 2.23493 0.93528 2.35271 0.2917
H 1.79840 2.31185 3.35649 0.3115
```

LUMO level = 0.019 Ha
SMILES = O=C1CCCC[C@@H]1Oc1cccc2ccccc12
Orbital gap = 8.32 eV
Multiplicity = 1
HOMO energy = -7.807 eV

---

[4]
Here is a molecular structure, C16H17BF4NO11P2RhTe from OMol25. Energies are from ωB97M-V/def2-TZVPD.

The geometry in XYZ format:
```
54
Properties=species:S:1:pos:R:3:mulliken_charge:R:1
Rh 0.27049 -0.02386 -0.19390 1.2865
O 2.44269 3.56837 1.37549 -0.6079
P 1.31684 2.70149 0.62275 0.8348
O 1.16412 3.21977 -0.76311 -0.5449
O 1.66980 1.23172 0.85527 -0.7588
O -0.01702 2.92690 1.48085 -0.2784
P -1.51314 2.75850 0.81021 0.4813
O -1.50208 3.91900 -0.29384 -0.3982
O -2.53659 3.03833 1.83118 -0.8476
O -1.49246 1.41117 0.10008 -0.2016
H 2.83878 3.04570 2.08076 0.2755
H -0.66018 3.85267 -0.79277 0.3600
O -0.43610 -1.47037 1.50544 -0.5880
C -0.98468 -2.56049 1.40803 -0.3376
C -1.57967 -3.16550 0.23622 0.5503
C -2.24996 -4.37126 0.43056 -0.3288
C -2.85595 -5.01673 -0.61946 -0.4348
C -2.78941 -4.48022 -1.92561 -0.2764
C -2.13191 -3.31417 -2.14751 -0.7951
C -1.49707 -2.57900 -1.07850 0.2481
O -0.92034 -1.49335 -1.33801 0.1464
N -3.55372 -6.25653 -0.38766 0.9939
O -3.58750 -6.71073 0.74993 -0.6671
O -4.10182 -6.80162 -1.33829 -0.6649
H -1.05494 -3.18449 2.31998 0.2292
H -2.29728 -4.80646 1.42069 0.4468
H -3.26032 -5.01958 -2.73476 0.4625
H -2.04515 -2.88698 -3.13728 0.4554
C -2.82232 6.81009 -4.17139 -1.5381
C -2.28241 5.44293 -3.84693 0.7938
C -0.93858 5.14286 -4.01642 -1.0853
C -0.42819 3.88685 -3.70192 1.0780
C 1.03962 3.60520 -3.86688 -2.0825
C -1.29440 2.90277 -3.21427 0.1448
Te -0.52377 0.95816 -2.94979 0.2967
C -2.64915 3.18429 -3.02620 1.3896
C -3.60518 2.16692 -2.47516 -1.7945
C -3.11801 4.45067 -3.35311 -0.9160
H -2.06563 7.42341 -4.66215 0.3423
H -3.13989 7.33288 -3.26604 0.3049
H -3.68956 6.75070 -4.83327 0.3491
H -0.26266 5.90494 -4.39295 0.1934
H 1.57886 4.50533 -4.16582 0.3713
H 1.21703 2.83366 -4.62172 0.4195
H 1.46536 3.24586 -2.92535 0.3717
H -3.34758 1.15570 -2.79921 0.3342
H -4.62520 2.38688 -2.79459 0.4384
H -3.57387 2.16290 -1.38402 0.2123
H -4.17310 4.66429 -3.20784 0.3239
F 3.77575 -1.10522 -3.35296 -0.3781
B 2.46220 -1.52298 -3.11493 0.4495
F 2.02951 -1.00263 -1.85546 -0.2435
F 1.60527 -1.03525 -4.11189 -0.4130
F 2.40255 -2.92222 -3.06417 -0.4031
```

Energy relative to the best compared isomer or geometry (same formula, charge and spin) = 8.01 kJ/mol
Charge = -2
LUMO level (alpha / beta) = 0.141 / 0.129 Ha
Orbital gap (alpha / beta) = 6.57 / 6.37 eV
Multiplicity = 5
HOMO energy (alpha / beta) = -2.726 / -2.863 eV

---

[5]
Here is a molecular structure, C16H17Br3F6N2O5PS6SbTi from OMol25. Energies are from ωB97M-V/def2-TZVPD.

The geometry in XYZ format:
```
58
Properties=species:S:1:pos:R:3:mulliken_charge:R:1
Ti -0.18402 0.28214 0.33414 -0.1226
Br 1.08397 -4.02709 2.25513 -0.0469
C 1.51422 -2.28201 2.89385 -0.5772
Br 2.16384 -1.10171 1.48587 0.0350
H 2.32243 -2.35047 3.60970 0.4706
H 0.63367 -1.81604 3.31963 0.2408
S -4.69500 -2.38584 -1.21164 -0.5444
Sb -5.52204 -1.69962 0.81233 0.4843
S -1.29180 -1.22530 1.48352 -0.0294
S -2.34526 -0.27039 0.06755 0.0077
S -4.13634 -2.48643 2.42268 -0.6124
O -0.35205 5.21320 -3.60664 -0.5399
C -0.45241 4.11973 -2.84389 0.9161
C -1.65023 3.68600 -2.27660 -1.0241
C -1.64327 2.55603 -1.49462 -1.0307
N -0.53044 1.84023 -1.27145 0.9997
C 0.59154 2.28015 -1.82608 0.4525
Br 2.11665 1.22865 -1.42753 -0.0432
C 0.71526 3.39410 -2.61190 -0.9025
H -1.20452 5.65756 -3.68605 0.3287
H -2.57339 4.22893 -2.42941 0.3866
H -2.54411 2.20050 -1.01334 0.5095
H 1.66057 3.71073 -3.02484 0.5737
C 1.58348 -2.35051 -1.93419 -1.3932
P -0.03416 -1.61895 -1.50566 1.2744
C -1.03150 -3.09499 -1.18718 -0.9968
C -0.65596 -0.93067 -3.06569 0.4555
C 0.21405 -0.38714 -4.01098 -0.2776
C -0.28600 0.22201 -5.15265 -0.6952
C -1.65716 0.28598 -5.36252 -0.4975
C -2.52537 -0.26869 -4.43274 -0.7301
C -2.03113 -0.87400 -3.28593 -0.2578
H 2.36033 -1.60238 -2.07406 0.3673
H 1.48542 -2.93813 -2.84768 0.4333
H 1.88116 -3.01026 -1.11863 0.3850
H -0.96581 -3.75003 -2.05798 0.4418
H -2.08289 -2.85393 -1.00542 0.2727
H -0.62550 -3.60270 -0.31304 0.2311
H 1.28605 -0.44417 -3.86864 0.4055
H 0.39690 0.63626 -5.88367 0.4428
H -2.04604 0.75424 -6.25766 0.4154
H -3.59583 -0.23955 -4.59053 0.4958
H -2.73316 -1.29075 -2.56938 -0.2162
F -0.78480 0.93130 4.07715 -0.2031
C 0.08537 1.92459 3.93065 0.5002
F -0.19475 2.88503 4.79190 -0.2102
F 1.30658 1.45282 4.14799 -0.1918
S -0.06681 2.56806 2.17443 1.6213
O 0.94303 1.77288 1.42902 -0.3686
O -1.37679 2.15997 1.72876 -0.7972
N 0.13662 4.08158 2.12995 -0.6783
S 1.48296 4.82849 2.59885 1.0957
O 2.17235 4.12039 3.63030 -0.6021
O 1.19503 6.21617 2.70287 -0.6367
C 2.57362 4.66968 1.08774 0.6107
F 3.31189 5.76431 0.96098 -0.2302
F 1.84091 4.52433 -0.02543 -0.1775
F 3.37873 3.61713 1.19390 -0.2201
```

Energy relative to the best compared isomer or geometry (same formula, charge and spin) = 287.65 kJ/mol
LUMO level (alpha / beta) = -0.055 / -0.055 Ha
Orbital gap (alpha / beta) = 5.32 / 5.32 eV
Multiplicity = 1
HOMO energy (alpha / beta) = -6.825 / -6.825 eV

---

[6]
Here is 3 unconnected molecules or ions with the total composition C16H17BrF6O9P2S2 from OMol25. Energies are from ωB97M-V/def2-TZVPD.

The geometry in XYZ format:
```
53
Properties=species:S:1:pos:R:3:mulliken_charge:R:1
O 7.45818 -1.87155 -1.47314 -0.4781
C 7.05503 -2.51780 -2.58622 0.4485
Br 7.86362 -4.37419 -2.82545 -0.1313
C 6.03701 -1.90837 -3.71766 -0.6388
C 4.49653 -1.66711 -3.21022 0.3534
C 3.59303 -2.81684 -2.80224 0.1041
S 4.13498 -4.60990 -2.82045 -0.2249
C 2.02143 -2.46959 -2.34751 0.2221
O 1.41942 -3.06134 -1.30028 -0.5037
C 1.28993 -1.28920 -3.27951 0.2709
P -0.55798 -1.41777 -3.86568 0.1699
O -1.60769 -1.83683 -2.53324 -0.3726
O -0.53161 -2.84535 -4.92257 -0.5678
C 2.19351 -0.13102 -3.65979 0.1760
P 1.58716 1.33524 -4.76326 0.0938
S 3.14780 2.12338 -5.65100 -0.3636
C 3.77928 -0.15837 -3.12912 0.0465
O 4.42313 0.90893 -2.64061 -0.4863
H 5.96503 -2.60340 -4.68562 0.3790
H 6.43775 -0.86372 -4.13387 0.3271
H 4.34024 -5.12096 -1.52550 0.2086
H -1.65945 -2.85452 -2.50580 0.3144
H -0.13106 -2.59430 -5.82137 0.3434
H 0.72107 0.82574 -5.79587 0.1308
H 0.88020 2.33644 -3.96684 0.1568
C -1.23221 -1.14258 0.30903 -0.5495
C -1.31222 -2.25631 1.33642 -0.2395
O -2.02654 -1.81943 2.50336 -0.2992
C -3.39366 -1.82807 2.41102 0.3186
O -4.01025 -2.17697 1.40759 -0.5199
C -4.02551 -1.38981 3.73039 0.8856
F -3.43635 -0.27481 4.25205 -0.2345
F -3.92967 -2.35367 4.69126 -0.2494
F -5.35173 -1.09704 3.61665 -0.2495
H -0.79723 -0.24093 0.75193 0.3501
H -0.62235 -1.44760 -0.54648 -0.1347
H -2.22667 -0.86839 -0.05700 0.3269
H -0.30201 -2.52396 1.66409 0.3034
H -1.76590 -3.16253 0.91857 0.2994
C -3.96636 2.71712 3.81173 -0.9940
C -4.10012 3.92288 4.72311 -0.3072
O -2.81837 4.52810 4.95485 -0.3089
C -2.35211 5.34993 3.96247 0.3815
O -2.96043 5.57850 2.92012 -0.5166
C -1.00983 5.96236 4.35645 0.8367
F -0.14278 5.04369 4.87291 -0.2386
F -1.14630 6.93101 5.30756 -0.2442
F -0.36090 6.54617 3.30976 -0.2364
H -3.23659 2.00830 4.21588 0.2906
H -4.92859 2.20939 3.69704 0.3555
H -3.60980 3.00817 2.81862 0.3414
H -4.48118 3.60261 5.69867 0.3390
H -4.81085 4.65625 4.32475 0.3155
```

LUMO level = -0.096 Ha
SMILES = O=C(Br)CC1=C(S)C(=O)C(P(O)O)=C([PH2]=S)C1=O.CCOC(=O)C(F)(F)F.CCOC(=O)C(F)(F)F
Orbital gap = 6.58 eV
Multiplicity = 1
HOMO energy = -9.199 eV

---

Number 1: energy -1203.6682 hartree. Number 2: energy -1860.4191 hartree. Number 3: energy -769.7614 hartree. Number 4: energy -2988.4312 hartree. Number 5: energy -13247.1192 hartree. Number 6: energy -5949.0592 hartree.